[1]
{"formula": "C6H6INO2", "method": "wB97M-V/def2-TZVPD", "charge": 0, "symbols": ["C", "C", "C", "C", "C", "C", "N", "O", "O", "I", "H", "H", "H", "H", "H", "H"], "positions_angstrom": [[-0.6583, 0.6639, 0.5757], [-0.6273, -0.6008, 1.4511], [-0.2030, 0.8248, -0.6351], [0.3283, -1.4023, 1.6878], [0.7404, -0.0891, -1.4270], [1.9333, -0.4826, -0.5017], [2.2077, -1.8073, -0.3692], [3.1617, -2.1077, 0.3827], [1.4953, -2.5884, -0.9364], [3.2756, 0.8638, 0.2567], [-1.1901, 1.4413, 0.8954], [-1.6730, -0.8833, 1.7095], [-0.5017, 1.7871, -1.1012], [1.0573, -1.9141, 2.1302], [0.3136, -1.1024, -1.5737], [1.1622, 0.6273, -2.2205]], "nbo_charge": [-0.201, -0.324, -0.154, -0.040, -0.572, 0.050, 0.367, -0.444, -0.390, 0.301, 0.204, 0.229, 0.213, 0.212, 0.296, 0.254]}

---

[2]
{"formula": "C6H6N", "method": "wB97M-V/def2-TZVPD", "charge": 1, "symbols": ["C", "C", "C", "C", "N", "C", "C", "H", "H", "H", "H", "H", "H"], "positions_angstrom": [[0.5804, -0.9552, 0.7793], [0.5542, 0.2842, 1.2740], [0.3090, 1.7115, 1.4012], [-0.3158, 1.0036, 0.3521], [-0.9720, 0.2432, -0.4295], [-0.6515, -0.5491, -1.6219], [-0.6406, -1.1241, -0.2569], [1.1032, -1.7416, 1.3575], [-0.3449, 2.0003, 2.2485], [1.1966, 2.4105, 1.4059], [0.2510, -0.3498, -2.1572], [-1.4974, -0.8590, -2.2014], [-1.3072, -1.6498, 0.3784]], "nbo_charge": [-0.091, -0.080, -0.401, 0.426, -0.294, -0.128, -0.108, 0.264, 0.307, 0.304, 0.260, 0.260, 0.282]}

---

[3]
{"formula": "C6H6N", "method": "wB97M-V/def2-TZVPD", "charge": 1, "symbols": ["C", "C", "C", "C", "C", "C", "N", "H", "H", "H", "H", "H", "H"], "positions_angstrom": [[1.5549, -0.5831, 0.0081], [0.3773, -1.2023, 0.0003], [-2.1053, -0.2731, -0.0015], [1.3360, 0.8828, 0.0027], [-0.1211, 0.9933, 0.0013], [-3.2859, 0.2732, 0.0026], [-0.6804, -0.1886, -0.0016], [2.5193, -1.0543, 0.0150], [0.1088, -2.2409, -0.0054], [-2.5969, -1.2827, -0.0047], [1.8014, 1.3994, 0.8530], [1.7875, 1.3710, -0.8722], [-0.6956, 1.9053, 0.0024]], "nbo_charge": [-0.124, -0.033, -0.442, -0.554, 0.282, 0.352, -0.259, 0.273, 0.263, 0.348, 0.320, 0.321, 0.253]}

---

[4]
{"formula": "C6H6N2", "method": "wB97M-V/def2-TZVPD", "charge": 0, "symbols": ["C", "C", "C", "N", "C", "C", "C", "N", "H", "H", "H", "H", "H", "H"], "positions_angstrom": [[-2.7630, 0.4485, 0.0123], [-1.9179, -0.6391, 0.1092], [-0.4629, -0.3840, -0.1511], [-0.1664, 0.8972, -0.0891], [1.0958, 1.3048, 0.0133], [2.2158, 0.3860, 0.1110], [1.7740, -0.8540, 0.1000], [0.4316, -1.3306, -0.1852], [-3.7470, 0.2026, 0.1072], [-2.5402, 1.5497, 0.1444], [-2.4258, -1.5728, 0.3261], [1.2256, 2.3772, -0.0373], [3.3212, 0.5165, -0.1318], [2.6594, -1.6132, 0.3431]], "nbo_charge": [-0.311, -0.248, 0.367, -0.472, 0.124, -0.352, 0.059, -0.435, 0.175, 0.225, 0.227, 0.194, 0.249, 0.200]}

---

[5]
{"formula": "C6H6N2", "method": "wB97M-V/def2-TZVPD", "charge": 0, "symbols": ["C", "C", "C", "C", "C", "C", "H", "H", "H", "H", "H", "H", "N", "N"], "positions_angstrom": [[-0.6399, -0.0231, -1.9539], [0.5067, -0.5642, -0.4123], [1.2143, -0.3846, 0.8215], [0.4702, 0.2135, 1.9301], [-0.8759, 0.5445, 1.7927], [-0.7645, 0.0183, -0.4335], [-1.4224, -0.7672, -2.0133], [-1.0588, 0.8874, -2.5391], [1.4767, -0.0099, -2.2960], [2.2707, -0.6266, 1.0047], [1.0439, 0.2564, 2.7819], [-1.5763, 0.6622, 2.5458], [0.7213, -0.7490, -1.8122], [-1.3660, 0.5420, 0.5835]], "nbo_charge": [-0.288, 0.091, -0.201, -0.252, 0.025, 0.182, 0.219, 0.238, 0.377, 0.217, 0.209, 0.198, -0.581, -0.432]}

---

[6]
{"formula": "C6H6N2O2", "method": "wB97M-V/def2-TZVPD", "charge": 0, "symbols": ["N", "C", "C", "N", "O", "C", "O", "C", "C", "C", "H", "H", "H", "H", "H", "H"], "positions_angstrom": [[2.6836, -3.6266, 0.5399], [2.2897, -2.5798, 0.4983], [1.6804, -1.3092, 0.4362], [2.3524, -0.2533, 0.8248], [3.5342, -0.2681, 1.2771], [1.8652, 1.1910, 0.6078], [2.6602, 2.0889, 0.4665], [0.3857, 1.2284, 0.4359], [-0.2539, 0.1668, -0.4044], [0.2238, -1.2475, -0.0138], [0.0298, 1.1118, 1.4917], [0.0795, 2.3544, 0.1756], [0.0998, 0.4578, -1.5426], [-1.3710, 0.1391, -0.4352], [-0.0265, -1.8841, -0.7863], [-0.2152, -1.6826, 0.9654]], "nbo_charge": [-0.247, 0.233, 0.062, 0.065, -0.454, 0.697, -0.434, -0.540, -0.393, -0.417, 0.242, 0.259, 0.214, 0.244, 0.240, 0.228]}

---

Sequential energy above the lowest of the compared OMol25 structures with the same formula, charge and spin output: 181.3 108.9 65.6 46.0 70.0 90.6 kcal per mole
Sequential E output: -19995.8916 -7795.0214 -7796.8997 -9296.7487 -9295.7109 -13390.6977 eV